Entry 1:
{
  "formula": "C16H29ClN5O5S",
  "method": "ωB97M-V/def2-TZVPD",
  "species": ["C", "C", "O", "N", "C", "N", "C", "C", "N", "N", "Cl", "C", "C", "N", "C", "S", "H", "H", "H", "H", "H", "H", "H", "H", "H", "H", "H", "H", "H", "O", "C", "O", "C", "C", "C", "H", "H", "H", "H", "H", "H", "H", "H", "O", "C", "O", "C", "C", "C", "H", "H", "H", "H", "H", "H", "H", "H"],
  "positions_angstrom": [[2.919651, -2.183260, -0.353248], [2.416598, -1.213031, 0.809349], [2.611104, -1.914919, 2.038397], [0.969681, -0.877640, 0.574294], [0.965303, 0.052966, -0.540114], [0.592777, -0.301640, -1.747412], [0.600174, 0.654026, -2.878980], [-0.617319, 0.443324, -3.873831], [-1.566055, 1.325413, -3.914804], [1.414675, 1.402153, -0.271180], [0.114624, 2.436345, 0.175975], [2.578672, 1.461408, 0.643092], [3.360907, 0.082388, 0.807519], [4.180362, 0.124769, 2.071339], [5.116962, 0.960619, 1.875712], [6.156406, 2.212545, 1.959575], [2.103972, -2.837843, -0.765507], [3.733799, -2.811943, 0.097515], [3.372333, -1.622690, -1.224847], [1.844991, -1.760821, 2.628626], [0.562010, -0.430122, 1.412076], [0.322094, -1.291167, -1.860529], [0.517469, 1.739079, -2.573628], [1.595557, 0.574293, -3.421293], [-0.695462, -0.423089, -4.586364], [-2.269064, 1.029697, -4.615854], [3.322330, 2.186899, 0.182178], [2.319143, 1.896546, 1.651058], [4.080775, 0.000013, -0.056615], [0.438719, -3.360957, 3.336166], [0.863015, -3.751476, 4.401222], [2.045138, -3.305506, 4.847694], [2.564602, -3.563596, 6.163423], [3.268086, -4.904927, 6.217221], [0.125024, -4.798834, 5.187913], [1.779646, -3.472933, 6.916795], [3.284763, -2.770441, 6.366440], [2.585598, -5.728792, 6.001999], [3.704395, -5.068643, 7.204181], [4.061804, -4.947587, 5.470465], [0.364116, -5.783298, 4.784357], [-0.945691, -4.617990, 5.082358], [0.335815, -4.780463, 6.254646], [-7.476428, 3.229621, -6.119900], [-6.707843, 3.834649, -5.417568], [-5.385536, 3.780936, -5.670167], [-4.403783, 4.590598, -5.010728], [-3.982661, 3.967415, -3.694343], [-7.194278, 4.579756, -4.203120], [-4.758096, 5.616679, -4.892997], [-3.544080, 4.632966, -5.680846], [-4.819117, 3.889342, -2.997573], [-3.196502, 4.560877, -3.223015], [-3.609908, 2.956621, -3.855549], [-7.321008, 3.876535, -3.379311], [-8.158150, 5.031843, -4.440536], [-6.542107, 5.393287, -3.891724]],
  "forces_ev_per_a": [[0.11, 0.33, 0.02], [1.69, -1.53, 0.14], [-1.28, 0.99, -1.36], [0.66, 0.83, -1.67], [-0.58, 0.47, 1.55], [0.42, 0.78, 1.60], [-0.25, 0.98, -1.99], [-1.21, 0.72, -0.14], [1.70, -1.64, 0.18], [-0.11, -1.75, -0.76], [0.02, -0.14, -0.19], [1.33, 0.58, 0.73], [-0.41, -0.02, -0.48], [2.36, 2.80, -2.44], [-0.66, 0.63, 2.29], [-1.74, -2.66, -0.51], [0.73, 0.51, 0.74], [-0.85, 0.54, -0.48], [-0.52, -0.47, 0.93], [0.42, -0.57, -0.09], [0.29, 0.10, -0.58], [0.01, 0.69, 0.00], [-0.01, -1.51, 0.22], [-1.22, -0.21, 0.55], [0.71, 0.47, 0.96], [0.43, 0.28, 0.37], [-1.00, -0.75, 0.55], [-0.02, -0.72, -0.94], [-0.94, -0.03, 0.76], [0.33, 0.40, 0.30], [-0.13, -0.47, -0.06], [-0.07, 0.59, -0.27], [0.17, -0.37, 0.23], [-0.07, -0.13, -0.10], [-0.39, 0.22, 0.42], [-0.05, -0.05, -0.11], [-0.14, 0.07, -0.24], [-0.01, 0.04, 0.11], [-0.02, 0.03, -0.05], [0.03, 0.09, 0.07], [0.00, 0.05, 0.01], [0.13, -0.11, -0.22], [0.17, -0.13, -0.06], [0.59, 0.18, 0.12], [-0.65, -0.26, 0.10], [0.34, -0.06, -0.49], [-0.06, -0.04, 0.30], [-0.14, -0.02, 0.13], [-0.05, 0.65, -0.04], [-0.06, -0.07, 0.03], [-0.19, -0.10, -0.13], [0.02, 0.12, -0.02], [-0.01, -0.04, -0.04], [0.07, 0.09, -0.03], [0.00, 0.03, -0.04], [0.01, -0.28, 0.03], [0.09, -0.13, 0.12]],
  "lowdin_charge": [0.000, -0.471, 0.000, 0.145, -0.293, 0.171, -0.110, -0.182, 0.104, -0.481, 0.763, -0.162, -0.224, 0.084, -0.696, 0.734, 0.092, 0.110, 0.084, 0.085, 0.153, 0.192, 0.115, 0.147, 0.124, 0.073, 0.135, 0.129, 0.142, 0.080, -0.516, -0.004, -0.217, -0.060, 0.019, 0.117, 0.126, 0.070, 0.087, 0.086, 0.104, 0.097, 0.074, 0.109, -0.529, -0.006, -0.230, -0.071, 0.008, 0.115, 0.122, 0.069, 0.082, 0.044, 0.097, 0.095, 0.068],
  "e_tot_ev": -58097.529,
  "gap_ha": 0.255,
  "total_charge": 1,
  "max_force_ev_per_a": 4.40
}

=====

Entry 2:
{
  "formula": "C16H29CrN4Te",
  "method": "ωB97M-V/def2-TZVPD",
  "species": ["Cr", "C", "C", "N", "C", "C", "N", "C", "C", "C", "N", "C", "C", "N", "C", "H", "H", "H", "H", "H", "H", "H", "H", "H", "H", "H", "H", "H", "H", "H", "H", "H", "H", "H", "H", "H", "H", "H", "H", "Te", "C", "C", "C", "C", "C", "C", "H", "H", "H", "H", "H"],
  "positions_angstrom": [[0.227342, 0.153046, -0.318373], [-1.984301, -0.152697, 2.380107], [-0.961000, 0.969166, 2.397092], [0.311168, 0.515897, 1.777438], [1.455029, 1.417218, 2.047601], [2.644658, 0.837103, 1.329353], [2.296695, 0.531293, -0.093328], [2.882639, 1.510723, -1.064187], [2.157546, 2.839415, -1.150234], [0.790915, 2.761063, -1.801871], [-0.207891, 2.091989, -0.927173], [-1.553105, 2.039405, -1.561875], [-2.491985, 1.307646, -0.632294], [-1.897800, 0.002706, -0.190695], [-2.601950, -0.526440, 1.022447], [-2.790257, 0.115482, 3.061561], [-1.513867, -1.035920, 2.823333], [-0.769090, 1.258455, 3.431223], [-1.302955, 1.863787, 1.877289], [0.528519, -0.374706, 2.225974], [1.661465, 1.495029, 3.116145], [1.199767, 2.414314, 1.689601], [2.934787, -0.097418, 1.812408], [3.502451, 1.506420, 1.386153], [2.741223, -0.353187, -0.327564], [2.876158, 1.024091, -2.039586], [3.923830, 1.675442, -0.785533], [2.776054, 3.507034, -1.751188], [2.085463, 3.315372, -0.165663], [0.839378, 2.193201, -2.732123], [0.431812, 3.761718, -2.047140], [-0.302995, 2.672573, -0.093413], [-1.453738, 1.514925, -2.509367], [-1.927128, 3.043786, -1.767746], [-3.451468, 1.140624, -1.121202], [-2.688572, 1.902255, 0.258827], [-2.086328, -0.673364, -0.927926], [-2.635916, -1.608914, 0.925636], [-3.633312, -0.178211, 0.977527], [0.480828, -0.992211, -2.607920], [0.071744, -2.769135, -1.563787], [0.011696, -2.748864, -0.166918], [-0.247869, -3.901814, 0.557399], [-0.453629, -5.094746, -0.123607], [-0.389400, -5.127082, -1.509621], [-0.124687, -3.968932, -2.235979], [0.190328, -1.825834, 0.399314], [-0.281719, -3.881426, 1.640037], [-0.656000, -6.001331, 0.431661], [-0.540707, -6.061469, -2.034545], [-0.073820, -4.007490, -3.317272]],
  "forces_ev_per_a": [[-0.37, -0.54, -0.91], [0.00, 0.00, -0.02], [0.07, -0.09, 0.00], [0.09, 0.20, 0.05], [-0.17, -0.08, 0.05], [0.14, -0.02, -0.11], [-0.04, 0.12, 0.12], [0.03, -0.09, 0.01], [-0.04, 0.01, 0.09], [-0.11, -0.04, 0.03], [0.03, -0.02, 0.01], [0.12, 0.02, 0.05], [-0.01, -0.16, 0.02], [0.01, 0.23, 0.15], [0.00, -0.01, -0.07], [-0.01, 0.00, 0.02], [-0.01, 0.01, 0.00], [0.02, 0.02, 0.04], [0.01, 0.03, -0.02], [0.03, 0.00, 0.03], [-0.05, 0.02, 0.06], [-0.01, 0.01, -0.04], [0.02, -0.02, 0.00], [0.03, 0.01, -0.04], [0.00, -0.03, 0.01], [0.00, -0.01, -0.03], [0.04, 0.00, 0.01], [0.01, 0.00, -0.01], [0.02, 0.01, -0.05], [0.00, -0.01, -0.03], [-0.03, 0.04, 0.00], [0.02, 0.06, -0.02], [0.03, -0.02, -0.05], [0.00, 0.04, 0.01], [-0.06, -0.03, 0.03], [0.01, 0.02, 0.03], [0.06, 0.03, -0.04], [0.03, -0.04, -0.01], [-0.04, 0.00, -0.02], [0.13, 0.42, 0.57], [-0.01, -0.08, 0.07], [-0.02, -0.04, -0.32], [-0.01, 0.08, 0.05], [0.00, -0.05, -0.02], [0.01, 0.05, -0.05], [-0.07, -0.08, 0.13], [0.08, 0.00, 0.18], [0.01, 0.01, -0.03], [0.01, 0.02, -0.02], [0.00, 0.02, 0.01], [0.00, -0.01, 0.04]],
  "lowdin_charge": [0.410, -0.128, -0.171, -0.132, -0.164, -0.139, -0.145, -0.180, -0.143, -0.174, -0.144, -0.176, -0.148, -0.128, -0.143, 0.133, 0.122, 0.140, 0.114, 0.134, 0.146, 0.119, 0.141, 0.141, 0.118, 0.104, 0.135, 0.141, 0.121, 0.116, 0.142, 0.128, 0.102, 0.147, 0.148, 0.127, 0.103, 0.125, 0.131, 1.194, -0.621, -0.192, -0.064, -0.046, -0.038, -0.119, 0.045, 0.116, 0.122, 0.124, 0.108],
  "e_tot_ev": -58722.921,
  "gap_ha": [0.246, 0.225],
  "total_charge": 2,
  "multiplicity": 2,
  "max_force_ev_per_a": 1.12
}

=====

Entry 3:
{
  "formula": "C16H29F3O26S6",
  "method": "ωB97M-V/def2-TZVPD",
  "species": ["C", "C", "O", "C", "O", "C", "F", "F", "F", "H", "H", "H", "H", "H", "O", "S", "O", "O", "C", "C", "O", "H", "H", "H", "H", "O", "S", "O", "O", "C", "C", "O", "H", "H", "H", "H", "O", "S", "O", "O", "C", "C", "O", "H", "H", "H", "H", "O", "S", "O", "O", "C", "C", "O", "H", "H", "H", "H", "O", "S", "O", "O", "C", "C", "O", "H", "H", "H", "H", "O", "S", "O", "O", "C", "C", "O", "H", "H", "H", "H"],
  "positions_angstrom": [[1.043313, 3.319194, 1.529437], [2.499280, 3.248271, 1.629752], [3.163166, 2.458588, 0.644068], [3.133898, 1.108026, 0.819471], [2.685494, 0.523208, 1.779317], [3.830382, 0.311455, -0.368351], [4.891998, -0.265590, 0.174872], [2.961969, -0.589831, -0.765318], [4.145023, 1.071178, -1.406235], [0.739822, 4.125051, 0.861169], [0.786494, 3.465666, 2.578568], [0.713049, 2.413408, 1.020939], [2.575857, 2.799976, 2.620339], [2.943089, 4.242898, 1.586505], [-0.566660, 1.246271, -4.098034], [-0.746309, 0.504402, -2.857049], [-1.744143, 1.110051, -1.922629], [-0.975375, -1.089130, -3.092165], [0.216045, -1.893618, -3.019874], [1.111629, -1.171526, -2.084178], [0.667150, 0.222296, -2.090038], [-0.081332, -2.862592, -2.618931], [0.573042, -2.043816, -4.038738], [2.167163, -1.291168, -2.328392], [1.141048, -1.519592, -1.051670], [-1.450049, -2.907818, 1.475283], [-0.973920, -1.833245, 0.562036], [-0.882597, -2.181213, -0.875041], [-1.874912, -0.447642, 0.702860], [-1.146123, 0.718812, 0.546317], [0.224239, 0.386195, 1.097013], [0.490607, -1.033105, 1.031208], [-0.977461, 1.140393, -0.444594], [-1.509830, 1.507726, 1.204671], [0.440175, 0.646688, 2.133169], [1.086745, 0.764162, 0.548082], [0.181780, -4.619512, 1.773193], [-0.260393, -5.738957, 0.903080], [0.495419, -6.995830, 0.712905], [-1.952225, -6.024161, 1.099313], [-2.752112, -5.347879, 0.176829], [-1.768228, -4.515883, -0.615069], [-0.530772, -5.162481, -0.612449], [-3.269415, -6.100967, -0.417623], [-3.414318, -4.774044, 0.825132], [-1.685128, -3.500097, -0.228546], [-2.036935, -4.454126, -1.669616], [-1.221850, 3.226161, 0.812257], [-2.525490, 3.266565, 0.124911], [-3.196174, 4.555173, 0.088234], [-2.490360, 2.718575, -1.467034], [-3.761301, 2.283377, -1.865572], [-4.373161, 1.681706, -0.608859], [-3.587227, 2.094152, 0.533251], [-4.230055, 3.141269, -2.347633], [-3.702964, 1.520398, -2.641844], [-4.387634, 0.592685, -0.652750], [-5.420202, 1.984522, -0.619329], [0.280520, -1.293948, 6.207187], [1.118955, -1.326297, 4.978887], [1.972774, -0.215054, 4.551657], [1.977377, -2.721371, 4.840380], [1.967699, -3.384863, 3.571030], [1.307120, -2.253348, 2.643938], [0.333604, -1.744944, 3.534312], [2.983541, -3.689054, 3.318775], [1.299965, -4.234516, 3.713536], [0.753065, -2.578075, 1.763208], [2.017671, -1.537643, 2.230438], [1.124514, 6.363630, -2.117127], [1.062362, 5.052306, -2.815918], [1.041456, 4.997028, -4.278668], [2.037723, 3.761310, -2.156990], [1.413133, 2.507338, -2.264666], [-0.076495, 2.898069, -1.975269], [-0.250367, 4.274303, -2.169842], [1.538610, 2.009976, -3.226427], [1.872417, 1.907109, -1.479252], [-0.387666, 2.653668, -0.959620], [-0.801197, 2.519701, -2.696192]],
  "forces_ev_per_a": [[0.08, 0.52, -1.48], [1.19, 0.20, 1.52], [0.13, -2.10, -0.67], [0.58, 1.30, 0.78], [1.39, 0.67, -1.13], [-0.50, 2.04, 2.12], [0.40, -0.31, -0.61], [0.60, -0.68, 0.37], [0.44, -0.16, 0.01], [-0.10, 0.15, 0.41], [-1.24, -0.09, -0.44], [-0.13, 0.52, 0.95], [1.43, -0.13, -0.09], [0.32, -0.29, 0.05], [-0.10, -2.14, 1.29], [-0.84, -2.16, -0.25], [4.08, -8.61, -5.31], [-1.02, 1.41, -0.70], [-0.81, -0.43, -0.84], [1.01, -0.16, 0.14], [-0.63, -0.14, -0.23], [0.08, 0.18, -0.21], [0.32, 0.32, 0.07], [-0.48, 0.64, -1.13], [-0.80, 0.13, -0.53], [1.01, 4.77, -1.72], [-0.37, 1.61, 0.35], [0.00, 1.95, 4.07], [-0.73, -3.13, -0.33], [2.57, 0.86, 1.79], [1.65, -0.49, 0.34], [-4.44, 0.15, -3.02], [-0.75, -1.07, 0.98], [-0.24, -1.57, -0.02], [-0.53, 0.04, 0.09], [-1.24, 0.20, -0.43], [-0.69, -4.30, -1.98], [-0.47, -0.19, -1.10], [-1.95, 3.23, 1.18], [3.69, -1.22, 1.82], [0.16, -0.04, 0.08], [-1.87, 0.93, -1.30], [1.57, -0.89, 1.56], [-0.17, 0.11, -0.02], [-0.33, 0.33, -0.66], [-0.93, -2.86, -0.90], [-0.18, 0.01, -0.02], [-4.26, 0.43, -1.76], [-1.88, 2.69, -1.99], [0.83, -1.91, 0.55], [-1.14, 5.60, 3.77], [-0.37, 0.56, -0.31], [-0.87, -0.14, -0.61], [0.44, 0.76, 0.20], [-0.66, 0.04, 0.60], [0.43, 0.10, 0.18], [0.49, 0.07, 0.28], [0.06, 0.34, 0.99], [2.33, -0.29, -3.92], [0.37, -0.86, -1.89], [-1.48, -1.42, 1.78], [0.21, 1.29, 2.55], [-1.30, 1.53, -0.82], [1.44, -3.10, 1.18], [-0.74, 1.69, 1.90], [-0.10, 0.22, 0.01], [0.20, 0.06, -0.39], [1.18, -1.51, 1.76], [0.23, -0.06, 1.05], [0.65, -3.86, -1.79], [-1.32, -0.50, 1.20], [0.37, -0.02, 2.87], [0.91, 3.31, -1.28], [-0.77, 1.34, 0.43], [0.40, -0.17, -0.85], [1.27, 2.56, -0.58], [0.22, 0.48, -0.07], [-0.25, 0.39, -0.19], [0.76, 0.35, -0.50], [1.24, 0.91, 0.78]],
  "lowdin_charge": [-0.073, -0.196, 0.048, -0.327, 0.120, -0.546, 0.202, 0.137, 0.200, 0.098, 0.121, 0.047, 0.127, 0.143, -0.201, 0.815, -0.368, -0.193, -0.140, -0.145, -0.220, 0.127, 0.142, 0.139, 0.104, -0.222, 0.915, -0.307, -0.119, -0.231, -0.152, -0.288, 0.066, 0.104, 0.140, 0.086, -0.280, 0.848, -0.244, -0.197, -0.178, -0.261, -0.179, 0.132, 0.135, 0.023, 0.146, -0.306, 0.815, -0.207, -0.317, -0.162, -0.120, -0.180, 0.144, 0.139, 0.134, 0.135, -0.244, 0.799, -0.261, -0.236, -0.101, -0.232, -0.208, 0.131, 0.109, 0.064, 0.109, -0.253, 0.827, -0.245, -0.198, -0.183, -0.244, -0.183, 0.126, 0.095, 0.081, 0.076],
  "e_tot_ev": -143441.744,
  "gap_ha": 0.386,
  "max_force_ev_per_a": 10.91,
  "smiles": "CCOC(=O)C(F)(F)F.O=S1(=O)OCCO1.O=S1(=O)OCCO1.O=S1(=O)OCCO1.O=S1(=O)OCCO1.O=S1(=O)OCCO1.O=S1(=O)OCCO1"
}